Molecular formula: C3H6N2
Method: DFT, ωB97M-V/def2-TZVPD

Bonds (Å) are listed after each position.
CARTESIAN COORDINATES (ANGSTROEM)
1 H -1.11912 -0.30193 -0.51446  N10 1.162
2 N -1.14804 -2.19533 -0.63625  C4 1.345, H6 1.030
3 C 0.71385 0.71916 0.28042  H7 1.158, C9 1.338, N10 1.410
4 C -0.13705 -1.62658 0.04412  N2 1.345, H5 1.193, N10 1.355
5 H 0.85465 -2.21100 0.35571  C4 1.193
6 H -2.01849 -1.74877 -0.95847  N2 1.030
7 H 1.82748 0.44754 0.44665  C3 1.158
8 H 1.42844 2.64087 0.45276  C9 1.202
9 C 0.41486 2.02280 0.26713  C3 1.338, H8 1.202, H11 1.137
10 N -0.26327 -0.29681 0.27202  H1 1.162, C3 1.410, C4 1.355
11 H -0.55330 2.55005 -0.00963  C9 1.137

Its LUMO energy is 1.1 eV. As for the energy above the lowest of the compared OMol25 structures with the same formula, charge and spin: 325.1 kJ/mol. The value obtained for the highest occupied orbital energy is -8.56 eV. Its SMILES is [H]/N=C\NC=C.